(1)
Here is a structure of composition C17H25CeP2 in a non-equilibrium geometry from the Open Molecules 2025 dataset. Energies are from ωB97M-V with the def2-TZVPD basis set.

CARTESIAN COORDINATES (ANGSTROEM)
C  -2.84706  1.09448  -2.66478
C  -1.94394  2.09312  -2.76956
H  -3.33203  0.91567  -1.70674
H  -3.03505  0.36751  -3.45641
H  -1.29234  2.22315  -3.63072
H  -1.69685  2.69065  -1.90002
Ce  -0.16665  -0.73958  -1.74967
C  -0.32183  -1.86688  -4.00977
C  -0.54117  -0.48571  -4.34340
C  1.62109  -0.67641  -3.45618
C  1.01782  -1.99546  -3.47773
H  -1.36809  -0.07325  -4.90611
H  0.81484  1.32207  -4.19927
H  2.56640  -0.39371  -3.00575
C  0.65006  0.26506  -3.98995
H  1.41085  -2.89691  -3.02400
H  -1.06388  -2.64035  -4.16275
C  3.29594  -1.01119  2.26474
P  1.89554  -0.58183  1.16585
C  1.64794  -2.15682  0.23287
C  0.54305  -0.59421  2.41478
C  0.54177  -1.48314  3.48547
C  -0.37624  -1.32369  4.51750
C  -1.32051  -0.30866  4.45820
C  -1.37165  0.55903  3.37022
C  -0.50905  0.37589  2.29933
P  -0.68381  1.18613  0.67202
C  -2.21024  2.15234  0.87335
C  0.60609  2.47606  0.70013
H  4.18968  -0.66395  1.72946
H  3.38017  -2.08925  2.47204
H  3.22522  -0.46331  3.21521
H  2.22162  -2.94480  0.73243
H  0.57834  -2.43155  0.25319
H  2.06972  -2.04667  -0.79923
H  1.26350  -2.27758  3.55239
H  -0.38648  -2.01209  5.35416
H  -2.00344  -0.13179  5.27594
H  -2.11653  1.33097  3.31898
H  -1.99870  3.04699  1.46483
H  -2.58577  2.43333  -0.11603
H  -2.96234  1.55243  1.39164
H  0.38319  3.13237  1.55299
H  1.59399  2.01553  0.83462
H  0.61684  3.05601  -0.23427

Output
- 2S+1 = 2
- expectation value of S² = 0.7514
- total charge = +2
- HOMO level (spin up / spin down) (eV) = -14.714 / -14.711
- LUMO level (spin up / spin down) (eV) = -7.58 / -7.48

Table of natural (NBO) atomic charges, one value per atom, all in e: C -0.406; C -0.336; H 0.219; H 0.224; H 0.218; H 0.210; Ce 1.713; C -0.365; C -0.280; C -0.361; C -0.381; H 0.276; H 0.280; H 0.277; C -0.330; H 0.273; H 0.283; C -0.923; P 0.810; C -0.943; C -0.251; C -0.212; C -0.175; C -0.164; C -0.189; C -0.364; P 0.763; C -0.928; C -0.922; H 0.259; H 0.244; H 0.274; H 0.296; H 0.217; H 0.222; H 0.224; H 0.245; H 0.244; H 0.226; H 0.264; H 0.240; H 0.263; H 0.260; H 0.264; H 0.245

---

(2)
Here is a cluster of 2 separate species, C4H5N2 in total in a non-equilibrium geometry from the Open Molecules 2025 dataset. Energies are from ωB97M-V with the def2-TZVPD basis set.

CARTESIAN COORDINATES (ANGSTROEM)
C  -1.14388  0.67261  0.04003
C  2.11494  -0.55897  -0.27776
C  -0.17742  1.39753  -0.16838
C  -3.12044  -0.58994  -0.13504
N  -2.12470  -0.09911  0.25714
N  1.90108  0.20916  0.70186
H  1.96287  -1.64382  -0.20135
H  2.44368  -0.19606  -1.24165
H  0.49673  2.18116  -0.35646
H  -3.98554  -1.22616  -0.21304
H  1.63270  -0.14640  1.59465

Output
- 2S+1 = 3
- expectation value of S² = 2.0112
- total charge = +1
- HOMO level (spin up / spin down) (eV) = -11.991 / -14.580
- ΔE to the lowest compared entry with this formula, charge and spin (kcal/mol) = 103.96
- LUMO level (spin up / spin down) (eV) = -4.98 / -8.75

Table of natural (NBO) atomic charges, one value per atom, all in e: C 0.344; C 0.028; C -0.069; C 0.299; N -0.451; N -0.485; H 0.198; H 0.205; H 0.282; H 0.268; H 0.382

---

(3)
Here is a structure of composition C14H32CeN6O6S in a non-equilibrium geometry from the Open Molecules 2025 dataset. Energies are from ωB97M-V with the def2-TZVPD basis set.

CARTESIAN COORDINATES (ANGSTROEM)
O  -0.07667  -3.23171  -0.72742
H  -0.59263  -4.73607  0.19925
Ce  -0.20420  -1.20734  -1.55078
N  1.99813  -1.42082  -2.72874
N  2.05704  -0.90178  -0.26662
N  -2.65444  -0.98725  -1.20998
N  -1.09957  -0.41094  0.72003
O  1.83507  -1.70430  -3.94931
O  -3.46089  -1.30339  -2.28982
O  -0.31343  -0.25444  1.82451
O  2.05563  -0.67416  1.02669
C  3.28880  -1.11372  -0.82112
C  3.26605  -1.27687  -2.22559
C  -3.28746  -0.53917  -0.12449
C  -2.41327  -0.25046  0.98084
C  4.47321  -1.38351  -3.07823
H  4.71813  -2.43840  -3.27421
H  5.33256  -0.93531  -2.56597
H  4.32597  -0.86425  -4.03269
C  4.50578  -1.21083  0.03088
H  4.30448  -1.84836  0.90289
H  4.81327  -0.22016  0.39948
H  5.34883  -1.64038  -0.52076
C  -4.75421  -0.31691  -0.03815
C  -2.96032  0.18897  2.29923
H  -5.24444  -0.63380  -0.96119
H  -4.96212  0.74832  0.12944
H  -5.18730  -0.86283  0.80973
H  -2.18194  0.17519  3.06515
H  -3.77845  -0.46750  2.62436
H  -3.37474  1.20800  2.23743
H  -2.74142  -1.49798  -2.98431
H  0.65105  -0.47262  1.48238
C  -0.85651  -5.48147  0.96091
H  -1.25664  -6.39071  0.49345
H  -1.62584  -5.04228  1.60659
H  0.02788  -5.75058  1.54397
O  -1.18092  -1.53612  -3.38911
H  0.76368  -3.70685  -0.87487
H  -1.02825  -1.73809  -4.33300
C  -2.44027  4.48330  0.94546
C  -1.38287  3.39178  0.98738
N  -0.71931  3.31522  -0.33739
C  0.21500  2.36358  -0.57806
S  0.30615  1.63235  -2.11749
N  1.05076  2.03877  0.43153
C  1.79707  3.05469  1.18206
C  2.19973  2.51350  2.53755
H  -2.01466  5.41600  0.55920
H  -2.80946  4.66283  1.95898
H  -3.28585  4.18500  0.31448
H  -0.62219  3.61399  1.74645
H  -1.83038  2.41536  1.25696
H  -1.35652  3.44353  -1.13009
H  1.56582  1.15969  0.29486
H  2.69962  3.32595  0.60522
H  1.17302  3.94893  1.28137
H  2.85327  1.63748  2.45431
H  2.74946  3.28848  3.08147
H  1.32166  2.24042  3.13489

Output
- 2S+1 = 2
- expectation value of S² = 1.0047
- total charge = +1
- HOMO level (spin up / spin down) (eV) = -11.276 / -11.163
- ΔE to the lowest compared entry with this formula, charge and spin (kcal/mol) = 17.61
- LUMO level (spin up / spin down) (eV) = -4.85 / -5.39

Table of Mulliken atomic charges, one value per atom, all in e: O -0.740; H -0.156; Ce 0.863; N 0.647; N 0.632; N 0.448; N 0.464; O -0.496; O -0.502; O -0.475; O -0.782; C 0.065; C 0.491; C 0.305; C 0.232; C -1.513; H 0.337; H 0.424; H 0.443; C -1.420; H 0.310; H 0.298; H 0.457; C -1.333; C -1.558; H 0.385; H 0.289; H 0.347; H 0.358; H 0.478; H 0.306; H 0.441; H 0.291; C -0.436; H 0.290; H 0.229; H 0.279; O -0.714; H 0.251; H 0.245; C -1.507; C 0.732; N -0.149; C 0.190; S -0.379; N 0.748; C -0.639; C -1.007; H 0.398; H 0.410; H 0.377; H 0.087; H -0.441; H 0.366; H -0.408; H 0.363; H 0.505; H 0.226; H 0.426; H 0.224

---

(4)
Here is an isolated molecule of C3H3F2I in a non-equilibrium geometry from the Open Molecules 2025 dataset. Energies are from ωB97M-V with the def2-TZVPD basis set.

CARTESIAN COORDINATES (ANGSTROEM)
C  -0.25278  1.16570  -0.46990
C  2.12544  -1.49529  0.70642
C  -1.36164  0.20275  -0.13215
F  -0.44651  2.26965  0.26987
F  2.53154  -2.35527  -0.23172
I  2.10035  0.48042  0.03323
H  -2.16405  0.81972  -0.00604
H  -1.15082  -0.56415  0.73135
H  -1.38152  -0.52352  -0.90107

Output
- total charge = 0
- HOMO level (spin up / spin down) (eV) = -8.189 / -8.182
- ΔE to the lowest compared entry with this formula, charge and spin (kcal/mol) = 150.22
- LUMO level (spin up / spin down) (eV) = -1.23 / -1.24

Table of natural (NBO) atomic charges, one value per atom, all in e: C 0.320; C 0.156; C -0.809; F -0.367; F -0.347; I 0.310; H 0.236; H 0.261; H 0.240

---

no.,total energy (Eh)
1,-1819.9847
2,-264.3563
3,-2205.5686
4,-613.2707